# 1
{
  "formula": "C21H24ClFN4O3",
  "method": "ωB97M-V/def2-TZVPD",
  "molar_mass_g_mol": 434.90,
  "smiles": "COCCNC(=O)CN(C(=O)c1ccc(N2CCCC2)nc1)c1ccc(F)c(Cl)c1",
  "spin_multiplicity": 1,
  "de_lowest_kj_mol": 17.7,
  "elements": ["H", "C", "C", "C", "C", "O", "C", "C", "H", "C", "H", "C", "C", "H", "H", "H", "H", "H", "C", "H", "H", "H", "C", "F", "C", "C", "H", "C", "C", "H", "H", "H", "H", "C", "H", "H", "O", "C", "C", "H", "N", "N", "O", "H", "H", "Cl", "H", "N", "N", "C", "H", "H", "C", "C"],
  "coordinates": [[-4.689, -3.552, 0.044], [1.071, -0.938, 1.715], [-4.455, -3.365, -1.016], [5.739, -0.023, -1.858], [-1.304, -0.298, 1.353], [-1.820, -1.334, 1.761], [-0.405, 2.578, 1.572], [-1.526, 2.102, 0.894], [-1.383, -4.471, -0.901], [-1.664, 4.170, -0.329], [6.651, 0.754, -0.063], [-2.163, 2.909, -0.046], [-4.408, -1.853, -1.264], [-3.347, -1.622, 0.568], [5.203, -0.451, 1.396], [-5.404, -1.472, -1.506], [-3.907, 1.704, 1.585], [3.598, 0.239, -2.315], [0.114, -0.248, 0.958], [5.685, -0.983, -2.372], [7.183, -0.889, -0.450], [3.131, -1.462, 1.894], [-0.527, 4.619, 0.333], [-0.026, 5.837, 0.065], [0.549, 0.341, -0.227], [5.152, -0.747, 0.344], [0.067, 1.970, 2.327], [-3.497, 0.720, 1.357], [4.336, 0.489, -1.552], [-5.236, -3.812, -1.634], [6.311, 0.670, -2.469], [-0.148, 0.816, -0.906], [-3.756, -1.654, -2.123], [-2.142, -3.743, -0.618], [-2.344, -3.832, 0.456], [-3.686, 0.034, 2.188], [-4.778, 0.880, -0.688], [2.383, -0.940, 1.320], [-4.154, 0.175, 0.079], [0.758, -1.455, 2.610], [1.801, 0.345, -0.626], [-2.054, 0.834, 1.188], [-3.282, -4.047, -1.387], [0.967, 4.214, 1.793], [5.108, -1.843, 0.293], [-2.445, 5.169, -1.495], [-3.043, 2.559, -0.564], [-3.942, -1.137, -0.094], [3.997, -0.165, -0.304], [0.098, 3.830, 1.282], [4.328, 1.577, -1.417], [-1.760, -2.737, -0.825], [2.731, -0.252, 0.136], [6.334, -0.210, -0.463]],
  "forces_ev_per_angstrom": [[-0.0311, -0.0184, -0.0715], [-0.2594, 0.2251, -0.2251], [-0.0863, 0.1794, -0.1189], [-0.0602, 0.0785, 0.1562], [-0.1279, 0.0420, -0.1394], [0.1210, -0.0871, 0.2466], [-0.2373, 0.1160, -0.0237], [0.2638, 0.8037, -0.0582], [0.0509, 0.0609, 0.0674], [0.2752, 0.0767, 0.2030], [0.0293, 0.0168, 0.0328], [0.1898, -0.1068, 0.1215], [-0.0991, -0.0936, -0.1065], [-0.0757, 0.1927, 0.0197], [0.0033, -0.0757, -0.0162], [0.0941, -0.0749, -0.0343], [0.0355, -0.1334, -0.0773], [0.1046, 0.1001, 0.0148], [0.4546, -0.3306, -0.0976], [-0.0062, -0.0225, -0.0463], [0.0427, 0.0150, 0.0659], [0.0834, -0.0511, 0.0639], [-0.0718, -0.0129, -0.0786], [-0.1162, -0.1654, 0.0048], [-0.2642, -0.2016, 0.3105], [0.1354, -0.2171, 0.2877], [0.0343, -0.0231, 0.0576], [-0.3130, -0.1658, 0.0413], [-0.0549, 0.1903, -0.4376], [0.0017, 0.0975, 0.1172], [-0.0007, -0.0073, -0.0696], [-0.1321, 0.0628, 0.0263], [-0.1320, -0.0381, 0.0054], [0.0252, -0.0488, -0.0470], [0.0070, 0.0226, 0.0236], [-0.0022, 0.1423, -0.0782], [-0.2245, 0.2738, -0.3054], [0.1158, 0.0166, -0.0077], [0.2557, 0.0541, 0.6286], [-0.0070, -0.0767, 0.0647], [0.3803, 0.0732, -0.2551], [-0.1957, -0.3510, 0.0870], [0.0304, -0.1273, -0.1066], [0.0878, 0.0666, 0.0421], [0.0293, 0.0335, 0.0852], [0.0112, 0.0618, -0.0246], [-0.1166, -0.0426, -0.0749], [0.0632, -0.5027, -0.0652], [0.2186, -0.0107, -0.0699], [-0.0838, 0.1033, -0.1566], [-0.0311, -0.0202, -0.1108], [-0.0028, 0.0130, 0.0354], [-0.3505, -0.0315, 0.1397], [-0.0616, -0.0816, -0.0461]]
}

# 2
{
  "formula": "C21H24ClN3O4S",
  "method": "ωB97M-V/def2-TZVPD",
  "molar_mass_g_mol": 449.96,
  "smiles": "Cc1cc(OCC(=O)Nc2cccc(S(=O)(=O)NC3=NCCCCC3)c2)ccc1Cl",
  "spin_multiplicity": 1,
  "de_lowest_kj_mol": 1587.3,
  "elements": ["C", "H", "C", "H", "H", "C", "H", "N", "N", "C", "H", "C", "C", "H", "C", "H", "C", "S", "H", "H", "C", "H", "C", "C", "H", "Cl", "N", "C", "C", "O", "H", "H", "C", "O", "H", "H", "C", "C", "C", "H", "H", "H", "C", "H", "H", "O", "O", "C", "C", "H", "C", "H", "H", "H"],
  "coordinates": [[-2.462, -2.112, 2.155], [1.911, -2.519, 3.295], [-0.708, -1.215, -1.151], [1.055, -3.728, 2.648], [4.015, 2.873, -3.609], [1.583, 4.558, -1.598], [-2.009, 1.836, -3.096], [2.298, 0.383, -0.220], [1.820, 2.520, 0.117], [-2.651, 0.316, -2.017], [2.887, 4.457, 0.116], [1.250, -2.685, 2.533], [-0.194, 0.617, -2.323], [-0.334, -1.861, -0.408], [-1.232, -2.849, 2.365], [-1.275, 1.022, 2.742], [-2.130, -0.722, -1.194], [1.952, -0.703, -1.271], [-1.126, -3.848, 2.111], [1.741, 0.409, 0.473], [-0.162, -0.429, 2.628], [-5.052, -1.539, 1.966], [-0.119, -2.108, 2.538], [-1.347, 0.102, 2.579], [2.384, 2.363, -3.238], [1.404, 0.212, 2.865], [-2.997, -1.782, -0.629], [-4.423, -2.264, 1.196], [0.179, -0.259, -1.590], [-3.324, -2.861, 1.950], [-3.697, 0.512, -2.042], [-2.825, -2.551, -0.223], [2.375, 1.830, -0.737], [2.007, -1.815, -0.590], [1.810, -2.644, 1.509], [2.624, 5.040, -3.310], [1.868, 4.171, -0.181], [3.275, 2.795, -2.896], [-2.558, -0.785, 2.182], [4.135, 1.075, -1.668], [4.418, 2.486, -1.071], [1.533, 5.679, -1.485], [-4.282, -1.344, -0.129], [1.175, 4.722, 0.592], [-3.471, -0.184, 2.319], [-4.814, -0.326, -0.153], [2.832, -0.773, -2.586], [-1.582, 1.150, -2.548], [2.954, 4.255, -2.452], [0.693, 1.345, -2.908], [3.606, 2.113, -1.614], [3.772, 4.829, -2.008], [0.644, 4.078, -1.985], [-5.155, -3.146, 0.867]],
  "forces_ev_per_angstrom": [[11.0996, 6.1841, 3.3513], [1.4935, 1.3617, 2.0018], [-4.1147, 3.6076, 1.1631], [0.0392, -1.2472, -0.0663], [1.6548, -0.4395, -1.4976], [2.1615, -0.2741, 0.3561], [-0.5726, 4.2341, -3.2517], [6.7564, 4.3707, -7.2065], [-2.2575, 5.6125, -0.1937], [4.4486, 0.2650, 1.3295], [-0.2065, -0.0331, -0.1728], [-0.7098, -1.8286, -3.6094], [-2.9730, 15.3999, -10.5452], [-0.3082, -1.4511, 0.5774], [1.4755, 4.2392, 0.0719], [-1.1388, 8.0815, 1.0192], [1.7849, -5.5637, -0.2569], [1.4898, 7.0941, -12.3040], [-0.2856, -1.9459, -0.0589], [-5.0849, -0.1467, 6.6147], [1.4685, -7.6136, -0.0357], [1.4812, -2.0419, -2.0142], [1.3973, 4.2963, 0.0570], [-2.6308, -7.9554, -2.3433], [-1.0356, -0.6149, -1.1635], [-0.1093, 0.8419, 0.3319], [-5.1488, 10.7142, -5.1229], [-6.0339, -0.6927, 1.3457], [4.6364, -10.3380, 5.3208], [-12.8672, -7.9671, -5.3435], [-0.4248, 0.2301, -0.2768], [3.0830, -6.8710, 3.1495], [3.1254, -2.2930, 1.8184], [-0.4428, -11.8360, 6.7170], [-1.0914, 0.4571, 1.8414], [1.3101, -2.2716, 0.8048], [-0.8030, -2.1414, 2.9800], [-1.0062, 2.7146, 2.7709], [2.1517, 5.3460, 2.5349], [-1.4407, 1.2952, -0.9619], [0.6068, 1.9457, 1.3359], [-0.3978, -1.0074, -0.8106], [6.8846, -5.1980, 3.8621], [1.0212, -1.6145, -1.3801], [0.2580, -0.8729, -0.7229], [-2.7208, 3.7352, -1.6513], [-3.6257, 1.7811, 4.8333], [1.1321, -7.7802, 4.2817], [-3.6739, 3.2509, -2.4531], [-2.6534, -2.1580, 1.7195], [0.1207, -4.4976, -0.4159], [0.0668, -0.6173, 0.3732], [0.9667, 0.6374, 0.1201], [1.6434, 1.6162, 1.1753]]
}